# 1
The following is a DFT calculation (ωB97M-V/def2-TZVPD) of a cluster of 3 separate species, C11H23N2P in total.

Summary:
net charge = 0
DFT total energy = -883.75386 hartree
ΔE to the lowest compared entry with this formula, charge and spin = 0.0 kJ/mol
largest force on an atom = 0.54 eV/Å
LUMO energy = 0.798 eV
HOMO-LUMO gap = 9.71 eV

```
37
Properties=species:S:1:pos:R:3:forces:R:3:nbo_charge:R:1
C -0.45011 2.31748 0.62665 -0.0930 -0.0196 -0.0071 -0.62
C -1.39931 1.74167 1.67006 0.0353 0.0712 -0.1152 -0.38
C -0.66757 0.92325 2.74012 -0.0747 0.0569 -0.0903 -0.51
C 0.02955 -0.22053 2.15338 -0.0038 -0.0792 0.1005 0.31
N 0.55520 -1.12858 1.68846 0.0437 -0.0173 -0.0537 -0.36
H 0.06849 1.52385 0.08592 0.0213 -0.0124 0.0210 0.21
H -0.99897 2.91310 -0.10357 0.0051 0.0073 0.0022 0.21
H 0.30252 2.95807 1.08351 0.0472 0.0198 -0.0056 0.23
H -2.15007 1.11181 1.18851 -0.0113 -0.0197 0.0309 0.21
H -1.93579 2.55164 2.16671 -0.0050 -0.0279 0.0580 0.21
H -1.36785 0.54379 3.48477 0.0143 -0.0094 0.0354 0.25
H 0.06848 1.54065 3.25708 0.0141 0.0136 0.0107 0.25
C 1.68540 2.28688 -3.12910 0.0084 0.0364 -0.0120 -0.61
C 2.71234 3.39775 -3.31371 -0.0917 -0.0850 -0.0409 -0.38
C 3.74698 3.44509 -2.18343 -0.1096 0.0203 -0.1047 -0.51
C 3.11506 3.68683 -0.88744 0.1172 -0.0050 0.0671 0.30
N 2.61902 3.87746 0.12921 -0.0680 0.0306 0.0526 -0.35
H 1.10511 2.43215 -2.21699 0.0188 -0.0024 0.0249 0.22
H 0.98767 2.26620 -3.96567 -0.0001 -0.0119 -0.0069 0.22
H 2.16854 1.31010 -3.06978 0.0001 -0.0107 0.0058 0.21
H 2.20549 4.36211 -3.37634 0.0276 0.0269 0.0052 0.21
H 3.24359 3.25561 -4.25603 0.0483 0.0250 0.0147 0.21
H 4.47525 4.23734 -2.35719 0.0328 -0.0032 0.0086 0.25
H 4.29043 2.50098 -2.12313 0.0187 -0.0162 0.0063 0.25
C -0.78939 -5.10190 1.05823 -0.4229 0.1827 -0.1292 -0.61
C -1.16812 -3.83440 0.29677 -0.1132 0.0092 0.3119 -0.40
C -2.30208 -3.08179 1.01751 0.2123 -0.4296 -0.2510 -0.68
P -4.00544 -3.75034 0.69536 -0.2378 0.3270 0.0350 0.27
H -0.02354 -5.67846 0.54673 0.1322 -0.0116 0.0309 0.21
H -0.45485 -4.83035 2.05804 0.1948 -0.0891 0.0575 0.20
H -1.67202 -5.73445 1.17188 0.0306 -0.1186 0.0129 0.20
H -1.48717 -4.09060 -0.71484 0.0869 0.0771 -0.1046 0.19
H -0.30567 -3.17258 0.23613 0.0690 0.0052 -0.0904 0.23
H -2.10834 -3.13798 2.08905 -0.0742 0.2571 0.0759 0.22
H -2.31100 -2.03749 0.71747 0.0286 0.1279 0.0460 0.22
H -4.12905 -4.64378 1.77835 0.0954 -0.1645 0.0029 -0.03
H -3.65280 -4.74053 -0.24266 0.0024 -0.1610 -0.0054 -0.03
```
Positions in Å, forces in eV/Å.

# 2
The following is a DFT calculation (ωB97M-V/def2-TZVPD) of a cluster of 2 separate species, C58H61F6N4 in total at a distorted geometry.

Summary:
net charge = +1
DFT total energy = -3064.68289 hartree
largest force on an atom = 3.08 eV/Å
LUMO energy = -3.733 eV
HOMO-LUMO gap = 5.03 eV

```
129
Properties=species:S:1:pos:R:3:forces:R:3:mulliken_charge:R:1
C -3.95618 -1.74656 5.37419 -0.0654 -0.2359 -0.1200 -0.74
C -4.10793 -0.22315 5.32765 0.2158 0.4934 -0.0335 1.62
C -4.66210 0.25542 6.67214 0.0779 0.0733 -0.0795 -2.11
C -4.94448 0.21509 4.12663 0.3205 -0.1865 0.0654 0.23
C -6.27422 0.60151 4.29110 -0.0426 -0.0790 -0.1838 -0.58
C -7.11590 0.72964 3.18742 0.0804 0.1032 -0.1992 -1.31
C -6.64029 0.44185 1.90942 -0.2131 0.0272 0.3895 -0.56
C -5.31025 0.07747 1.71245 0.2316 0.3117 -0.4768 0.09
C -4.84476 -0.28762 0.29913 0.3008 -0.1153 0.4198 2.28
C -4.51505 0.96754 -0.49603 0.0171 0.2541 -0.0433 -1.38
C -5.82924 -1.20068 -0.42960 -0.0729 0.0123 0.1008 -1.59
C -4.43609 0.08997 2.81272 -0.8790 -0.4053 0.0559 -0.66
N -3.06428 -0.28512 2.58784 1.5450 -1.1051 0.1794 2.12
N -2.85201 -1.56554 2.16876 1.8650 0.6868 -0.5274 -1.67
N -1.50743 -1.71084 2.13799 -2.5622 1.6535 0.4535 1.84
C -0.90821 -2.79118 1.39830 0.1017 -1.0078 -0.3312 -0.38
C -0.03762 -2.51443 0.32061 -0.1123 0.4375 -0.0637 -0.28
C -0.03303 -1.15125 -0.38018 0.1261 0.1235 0.7966 2.06
C -1.09231 -1.10963 -1.48204 -0.1019 -0.1990 -0.0937 -1.47
C 1.35114 -0.74856 -0.88392 0.0532 0.0784 -0.0957 -1.96
C 0.75679 -3.55061 -0.17042 -0.2988 -0.0743 0.0487 -0.56
C 0.60353 -4.84775 0.31809 0.0883 -0.0467 0.0855 -1.52
C -0.38198 -5.12973 1.25906 0.0809 0.0651 -0.3020 -0.54
C -1.18125 -4.11095 1.78362 0.1557 -0.1899 0.4286 0.93
C -2.26948 -4.47785 2.78868 0.0432 0.4590 -0.0341 1.74
C -1.66472 -4.97646 4.09726 0.0992 -0.0640 0.1153 -1.46
C -3.24821 -5.49685 2.20383 0.0539 0.0351 -0.1915 -1.57
C -0.87716 -0.58088 2.62392 -0.1494 -2.0274 -0.5040 -1.17
C 0.55364 -0.56651 2.76377 1.5179 0.1126 0.2561 0.75
C 1.25920 -1.74014 3.15158 -0.6153 0.6434 -0.2847 -0.73
C 2.63687 -1.76354 3.13062 0.1330 0.1077 0.1610 0.39
C 3.34900 -3.02930 3.52883 0.4170 -1.1283 0.2187 0.68
F 4.49004 -3.22495 2.80042 -0.9916 0.2343 0.7224 -0.28
F 3.70618 -3.01957 4.85356 -0.2748 -0.0080 -1.2274 -0.27
F 2.55860 -4.13876 3.33890 0.7959 1.1258 0.2342 -0.19
C 3.37273 -0.62492 2.79896 -0.1927 0.0222 -0.1360 -1.21
C 2.68646 0.53583 2.46067 0.1999 -0.0986 0.2407 -0.02
C 3.43682 1.76054 2.03359 0.5675 0.8622 -0.5361 0.67
F 3.14815 2.07837 0.71740 0.3072 -0.2278 1.2713 -0.24
F 3.09116 2.86987 2.77674 0.2144 -0.8830 -0.6317 -0.24
F 4.78419 1.63100 2.11990 -1.1213 0.1082 -0.0469 -0.30
C 1.29825 0.59059 2.46717 -0.4239 -0.6872 0.0274 -0.43
C -1.84258 0.38826 2.84506 -0.9730 1.3240 0.1808 0.24
C -1.62360 1.73217 3.19523 -0.7669 -0.8460 -0.0471 -1.34
H -3.63704 -2.15836 4.41083 -0.0406 0.0429 0.2063 -0.15
H -3.21690 -2.03054 6.13493 -0.1686 0.0533 -0.1405 0.38
H -4.91548 -2.21604 5.63791 0.2205 0.0994 -0.0870 0.36
H -3.11046 0.21790 5.19811 -0.0636 -0.0405 0.0488 -0.06
H -4.84897 1.33370 6.66548 -0.0042 -0.1172 0.0675 0.43
H -5.59464 -0.26857 6.91819 0.1704 0.1495 -0.0004 0.43
H -3.93695 0.03801 7.46397 -0.1418 0.0135 -0.1086 0.46
H -6.66820 0.76752 5.29524 0.1101 -0.1236 -0.3713 0.37
H -8.15705 1.02535 3.32611 0.2940 -0.0827 -0.0279 0.38
H -7.31289 0.48771 1.05001 0.1943 -0.0298 0.3441 0.30
H -3.92768 -0.86822 0.42607 -0.1454 0.1443 -0.2330 -1.08
H -3.79200 1.58448 0.05191 -0.0893 -0.0238 -0.1337 0.30
H -4.08294 0.71371 -1.47078 -0.0996 0.0398 0.1220 0.39
H -5.42079 1.56625 -0.65858 0.1790 -0.0546 -0.0153 0.33
H -6.02175 -2.09735 0.16715 -0.0657 0.0833 -0.0908 0.41
H -6.78353 -0.69807 -0.62355 0.1467 -0.1388 -0.0501 0.35
H -5.40736 -1.51917 -1.38855 -0.0696 0.1006 0.1046 0.42
H -0.32125 -0.40158 0.36782 0.0080 -0.0841 -0.2370 -0.62
H -2.08903 -1.30690 -1.06407 0.1741 0.0296 -0.1379 0.22
H -1.10820 -0.12289 -1.96293 0.0213 -0.2115 0.0822 0.46
H -0.88341 -1.87509 -2.24366 -0.0766 0.2170 0.1339 0.32
H 2.11497 -0.95286 -0.12269 -0.0816 0.0295 -0.1958 0.32
H 1.60718 -1.28889 -1.80553 0.0542 0.1704 0.2045 0.49
H 1.36998 0.33006 -1.09692 0.0104 -0.3051 -0.0535 0.39
H 1.48685 -3.34090 -0.95740 -0.3317 -0.1169 0.2770 0.36
H 1.24903 -5.64360 -0.05722 -0.2124 0.2028 0.1174 0.41
H -0.53594 -6.15554 1.60704 0.0627 0.3774 -0.1950 0.38
H -2.83412 -3.55935 2.97493 0.0618 -0.4096 0.1622 -0.90
H -0.95449 -4.24807 4.50539 -0.0743 -0.1128 0.0124 0.33
H -2.44850 -5.14582 4.84546 0.1506 -0.0034 -0.1345 0.43
H -1.12735 -5.92099 3.93571 -0.0964 0.1906 0.1097 0.35
H -3.66845 -5.12226 1.26415 0.0284 -0.1248 0.1093 0.38
H -2.74711 -6.45186 2.00403 -0.1698 0.1275 0.0309 0.32
H -4.07367 -5.67408 2.90052 0.1438 -0.0101 -0.0665 0.44
H 0.70654 -2.62598 3.45470 0.1210 0.1444 -0.1462 0.79
H 4.45466 -0.64958 2.80041 -0.0577 -0.0001 -0.0504 0.60
H 0.75376 1.49149 2.19591 0.1549 -0.1520 -0.1150 0.53
H -0.74249 1.89496 3.80746 -0.4108 0.1064 -0.0472 0.76
H -2.47982 2.40370 3.17468 0.2658 -0.0863 0.4963 0.38
C 0.66538 3.32360 9.92688 0.0504 0.2593 -0.2027 -0.42
C 1.99066 3.65520 9.61397 -0.1878 0.0993 0.0387 -0.60
C 2.25592 4.64747 8.66664 -0.2946 -0.1403 -0.1652 -0.43
C 1.20143 5.28906 8.00817 0.0334 -0.1496 0.3794 0.37
C 1.50541 6.32374 6.95417 0.3847 -0.1868 0.2456 -0.55
N 0.62271 6.21606 5.78128 -0.2453 -0.6151 -0.7551 0.29
C 0.18401 7.48783 5.16999 -0.4666 0.4529 0.3971 -1.46
C 0.88607 7.83737 3.88266 0.1855 0.0337 -0.4649 0.66
C 0.14252 8.30052 2.79213 0.1328 -0.3502 0.1441 -0.35
C 0.75775 8.50381 1.55772 0.1158 0.0606 0.0995 -0.61
C 2.12689 8.26659 1.41178 -0.1215 0.0392 0.1224 -0.46
C 2.88780 7.88528 2.52149 -0.1228 0.0565 0.1516 -0.80
C 2.27240 7.70238 3.76388 -0.0830 -0.1162 -0.3022 -0.15
C 0.37258 5.05428 5.17792 0.1985 0.1764 0.4360 -0.44
C -0.46880 4.94223 4.05101 -0.9442 -0.5929 -0.1144 -0.86
C -0.18973 4.08992 2.98455 1.3675 0.8891 0.8639 0.13
C -0.33998 4.57508 1.62547 -0.9587 0.2447 -1.3207 1.10
C 0.56654 4.22073 0.59472 -0.1665 -0.0315 0.7745 -0.41
C 0.55241 4.87941 -0.62951 -0.2082 0.1389 -0.0835 -0.59
C -0.38158 5.89210 -0.87534 0.0610 -0.1447 0.2665 -0.48
C -1.31588 6.22488 0.11210 -0.1096 -0.2663 0.0430 -0.95
C -1.32123 5.55016 1.32911 0.4027 0.0124 -0.0893 -0.40
C -0.11916 4.99720 8.35677 -0.0061 -0.3366 0.1395 -0.12
C -0.39164 4.00348 9.30403 0.3196 0.1202 -0.0580 -0.70
H 0.45519 2.54771 10.66523 0.0740 0.2356 -0.2515 0.39
H 2.82069 3.14215 10.10665 -0.3286 0.1774 -0.1539 0.38
H 3.27935 4.92845 8.40799 -0.2310 -0.2230 0.1278 0.37
H 1.38486 7.33789 7.35949 -0.0107 -0.3051 -0.1662 0.36
H 2.55734 6.21855 6.64151 -0.3080 0.0963 0.0123 0.31
H -0.89960 7.44129 5.00174 0.2623 0.1303 0.0874 0.50
H 0.37049 8.27528 5.91632 -0.1809 -0.3300 -0.1814 0.62
H -0.93240 8.45759 2.92005 0.3002 -0.0690 -0.1706 0.40
H 0.15716 8.82799 0.70661 0.2336 -0.0727 0.2360 0.44
H 2.59977 8.39762 0.43555 -0.1336 -0.0531 0.3570 0.42
H 3.96325 7.72596 2.42456 -0.3277 0.0994 0.0120 0.42
H 2.86584 7.43853 4.64296 -0.0986 -0.0429 -0.3473 0.34
H 0.88236 4.16493 5.56902 0.0977 0.4056 -0.1052 0.65
H -1.35175 5.58832 4.01758 0.8319 0.3645 -0.4370 0.62
H 0.53739 3.29296 3.14893 0.0668 0.4535 -0.0870 0.08
H 1.32225 3.46100 0.79427 -0.2027 0.2137 -0.0993 0.33
H 1.27818 4.60894 -1.39946 -0.2261 0.0674 0.2757 0.46
H -0.38027 6.42244 -1.82852 0.0119 -0.1570 0.2726 0.43
H -2.04251 7.02174 -0.06170 0.1800 -0.3153 -0.0135 0.46
H -2.06252 5.80436 2.08871 0.1893 0.0167 -0.3038 0.41
H -0.93762 5.53777 7.87278 0.2022 -0.2393 0.1665 0.38
H -1.42736 3.76574 9.55256 0.3369 0.0604 -0.0300 0.40
```
Positions in Å, forces in eV/Å.

# 3
The following is a DFT calculation (ωB97M-V/def2-TZVPD) of the molecule C5H4FN at a distorted geometry.

Summary:
net charge = 0
DFT total energy = -347.46562 hartree
ΔE to the lowest compared entry with this formula, charge and spin = 208.7 kJ/mol
largest force on an atom = 3.20 eV/Å
LUMO energy = -0.143 eV
HOMO-LUMO gap = 9.58 eV

```
11
Properties=species:S:1:pos:R:3:forces:R:3:nbo_charge:R:1
C -0.31815 1.65268 0.11637 0.7340 1.7494 -0.6348 -0.30
C -1.10123 0.62774 -0.21342 2.2755 0.2011 1.0865 -0.29
C -0.60140 -0.77934 -0.03700 -1.4608 1.9121 -1.2519 0.47
F -1.67921 -1.50852 -0.14937 -1.6572 -1.8470 0.4452 -0.31
C 0.52817 -1.42566 0.14763 1.6470 -2.4664 1.2021 -0.44
C 1.78265 -0.77910 -0.02596 1.7030 1.2901 -0.4148 0.26
N 2.76338 -0.19086 -0.26926 -1.6952 -1.1857 0.5882 -0.32
H -0.52986 2.77994 0.20947 -0.2998 -2.1161 -0.3779 0.22
H 0.75036 1.44849 0.14338 -0.1075 0.0664 0.6248 0.21
H -2.13034 0.72732 -0.42641 -0.9624 -0.1283 -0.1041 0.23
H 0.53564 -2.55270 0.50456 -0.1765 2.5245 -1.1632 0.27
```
Positions in Å, forces in eV/Å.